[1]
{
  "formula": "C5H4",
  "method": "ωB97M-V with the def2-TZVPD basis set",
  "elements": ["C", "C", "C", "C", "C", "H", "H", "H", "H"],
  "positions_angstrom": [[2.112381, -0.594936, 0.443450], [1.114181, 0.010977, -0.080841], [-0.108314, 0.559259, -0.463985], [-1.366085, -0.015286, -0.152156], [-2.449828, -0.467720, 0.133965], [2.965482, -1.171317, 0.114588], [1.225935, 0.999265, 0.506056], [-0.092243, 1.557288, -0.892100], [-3.401506, -0.877533, 0.391019]],
  "forces_ev_per_a": [[-0.294, 0.239, -0.155], [0.224, -0.321, 0.094], [-0.095, 0.037, -0.049], [-0.408, -0.265, 0.097], [0.427, 0.134, -0.105], [-0.220, -0.013, -0.029], [0.217, 0.270, 0.114], [-0.019, -0.155, 0.099], [0.168, 0.074, -0.068]],
  "e_lumo_ev": [-0.18, -0.30]
}

***

[2]
{
  "formula": "C2H2F2O2",
  "method": "ωB97M-V with the def2-TZVPD basis set",
  "elements": ["O", "C", "O", "C", "F", "F", "H", "H"],
  "positions_angstrom": [[-1.783749, -0.190546, 0.433409], [-0.610370, -0.371211, 0.329832], [-0.045074, -1.632247, 0.689840], [0.340046, 0.772028, -0.020029], [1.672431, 0.304397, 0.030939], [0.009471, 1.049380, -1.352594], [0.936470, -1.656416, 0.383286], [0.178937, 1.649882, 0.666808]],
  "forces_ev_per_a": [[0.643, 0.027, -0.279], [0.127, -2.340, 1.817], [1.462, 2.261, -1.769], [0.384, -0.692, -1.089], [-1.662, 1.021, -0.170], [0.929, 0.247, 1.677], [-2.334, 0.215, 0.824], [0.451, -0.739, -1.011]],
  "e_lumo_ev": 0.49
}

***

[3]
{
  "formula": "C6H17N5O2S",
  "method": "ωB97M-V with the def2-TZVPD basis set",
  "elements": ["C", "C", "C", "C", "C", "C", "N", "N", "N", "N", "N", "O", "O", "S", "H", "H", "H", "H", "H", "H", "H", "H", "H", "H", "H", "H", "H", "H", "H", "H", "H"],
  "positions_angstrom": [[-1.708017, -1.712111, 0.172683], [-2.087535, -1.364736, -2.028718], [0.836782, 2.721312, 1.969612], [2.602882, 1.304200, 1.430375], [0.068065, -1.112225, 1.457141], [0.266798, 0.249287, 2.104426], [-0.651425, -0.994582, 0.158019], [-2.708741, -1.381327, -3.160173], [0.328808, -0.063819, -3.431908], [-2.488388, -1.962045, -0.919684], [1.125691, 1.338094, 1.471350], [0.079241, 0.960378, -1.190514], [1.100026, -1.342603, -1.426746], [0.180916, -0.358317, -1.765859], [-2.130442, -2.368152, 1.006478], [0.943886, 2.577056, 3.021890], [1.631834, 3.230929, 1.440723], [-0.151006, 3.018775, 1.868232], [2.980863, 1.071221, 2.528153], [2.962539, 0.432186, 0.760277], [3.063304, 2.201056, 0.957569], [-0.510292, -1.825017, 2.016688], [1.070376, -1.551818, 1.329274], [-0.791022, 0.445717, 2.149677], [0.773039, 0.104622, 3.156429], [-3.574365, -1.769196, -3.458837], [-2.388881, -1.054502, -4.054978], [0.366863, 0.951777, -3.556559], [1.188023, -0.494289, -3.746039], [-3.329699, -2.377792, -0.681535], [0.949879, 1.125922, 0.422553]],
  "forces_ev_per_a": [[0.503, -1.031, 1.848], [1.622, 0.607, -1.507], [1.069, -1.686, -0.208], [2.661, -3.567, 1.497], [2.552, 0.171, -1.767], [1.344, -0.947, 3.203], [-2.042, -1.798, 2.102], [0.184, 0.253, -0.778], [-0.551, 0.051, 1.470], [1.919, 1.995, -0.907], [-1.407, -1.273, -3.794], [-0.046, -0.095, -0.353], [1.966, -1.962, -0.012], [-2.675, 2.004, -2.289], [1.098, 1.256, -0.452], [0.781, 0.615, 0.892], [-0.726, 1.314, 0.659], [-1.778, 0.658, -1.000], [-0.440, 0.856, -2.332], [-0.693, 1.143, 1.231], [-0.696, -0.535, 0.723], [0.080, 0.281, 1.169], [-0.434, -0.294, -0.555], [-0.100, 2.091, 0.610], [-1.468, 0.157, -1.767], [-1.447, -1.000, 1.210], [1.617, 0.883, 0.208], [-0.153, -0.300, -0.063], [0.132, -0.325, -0.213], [-2.265, -1.116, -0.369], [-0.608, 1.594, 1.545]],
  "e_lumo_ev": -8.39,
  "charge": 2
}